This record from the OMol25 dataset describes C45H41GeN9O6STeV as an isolated structure. The level of theory is ωB97M-V/def2-TZVPD.

Each line ends with the Mulliken charge.
Positions of all 105 atoms, in Å:
V 12.82185 15.07078 11.30644  0.096
O 12.59018 15.18437 9.40729  -0.419
C 11.81129 15.99985 8.69718  0.239
C 11.25024 15.46936 7.56793  -0.341
C 10.42164 16.37211 6.86830  -0.644
C 10.29350 17.72869 7.12427  -1.220
C 10.98273 18.22442 8.22828  -0.463
C 11.77790 17.41155 9.00180  1.184
C 12.44934 17.85614 10.24755  -0.483
N 12.86462 17.10981 11.27373  1.286
C 13.13633 17.93290 12.34490  -0.746
C 12.86128 19.20003 12.00995  -0.887
N 12.43647 19.13361 10.71262  -0.104
H 11.45877 14.42691 7.23246  0.516
H 9.90818 15.88861 6.05407  0.440
H 9.65839 18.34368 6.46679  0.374
H 10.96978 19.29000 8.33902  0.379
H 13.61251 17.51528 13.24242  0.457
H 12.93672 20.17945 12.60397  0.331
H 12.28090 19.96184 10.21020  0.183
N 15.50240 15.64691 9.22623  -0.498
C 15.92907 15.01778 10.45603  0.415
N 17.21559 14.61899 10.53122  -0.736
C 17.50137 13.90222 11.59194  0.155
N 18.72154 13.27004 11.65878  -0.530
N 16.63144 13.76086 12.63062  -0.680
C 15.49754 14.35905 12.53375  0.196
N 15.02797 14.96810 11.43444  0.495
C 14.61484 14.58354 13.68618  -0.368
C 15.03573 14.26380 14.94527  -0.591
C 14.24293 14.51095 16.03682  0.329
C 13.10560 15.28098 15.84828  -1.034
C 12.76569 15.68274 14.53949  -0.309
N 13.46636 15.30252 13.45608  1.380
H 16.10556 15.33188 8.43721  0.370
H 14.46846 15.50759 8.98848  -0.021
H 19.10318 12.95495 10.75815  0.282
H 18.81813 12.54054 12.33003  0.267
H 15.85099 13.57207 14.97474  0.494
H 14.59850 14.04632 16.96026  -0.156
H 12.43412 15.64670 16.64727  0.363
H 11.89105 16.24386 14.27915  0.556
C 8.15021 11.95815 8.78473  -0.428
C 7.44921 12.25933 9.94517  -1.067
C 8.09914 12.94762 10.95827  0.126
C 9.40531 13.42879 10.83326  -0.237
C 10.10886 13.11832 9.67224  0.477
C 9.50911 12.38292 8.64300  -1.488
Ge 10.19655 14.67016 12.06637  2.092
C 8.93078 16.14987 12.22889  0.083
C 8.78829 16.97471 13.35734  0.049
C 7.95473 18.10686 13.33000  -0.935
C 7.34026 18.44183 12.11776  -0.550
C 7.45840 17.62639 11.00723  -0.761
C 8.17528 16.44753 11.10510  -0.284
C 10.04898 13.76429 13.78242  0.668
C 9.00627 14.01867 14.69320  -0.210
C 8.91332 13.36206 15.90065  -0.851
C 9.83205 12.35099 16.26175  -0.505
C 10.82718 12.06819 15.37963  -1.004
C 10.92491 12.79169 14.18363  -0.243
H 7.68507 11.35524 8.01841  0.381
H 6.44117 11.83502 9.94288  0.352
H 7.54518 13.11066 11.82729  0.560
H 11.01936 13.59172 9.39464  0.162
H 10.08653 12.09681 7.74894  0.409
H 9.35917 16.68432 14.27790  0.284
H 7.90689 18.73001 14.22771  0.362
H 6.67438 19.30409 12.15708  0.360
H 6.85576 17.85996 10.12662  0.402
H 8.27917 15.77152 10.20460  0.166
H 8.19413 14.71208 14.52996  0.425
H 8.08818 13.63562 16.54022  0.411
H 9.76164 11.72956 17.15062  0.455
H 11.59483 11.33253 15.59136  0.720
H 11.73144 12.55744 13.45728  -0.150
O 13.36580 8.72225 18.38672  -0.619
C 13.93595 8.87487 17.27808  0.078
O 14.61968 9.84777 16.82975  -0.544
H 13.71223 8.03236 16.52601  0.172
C 13.48081 12.29840 18.55848  -0.894
Te 15.56924 11.99816 18.38181  0.336
C 15.73748 13.85880 19.53908  -1.118
H 13.01015 11.33022 18.60791  0.367
H 12.92464 12.84920 17.80129  0.174
H 13.30773 12.66152 19.56907  0.296
H 15.28983 14.61160 18.88896  0.328
H 16.84827 14.06244 19.67871  0.270
H 15.14040 13.69026 20.43924  0.299
O 14.44220 10.35415 8.14260  -0.744
S 15.04100 11.05628 9.28964  1.159
O 16.40344 11.51463 9.11428  -0.700
N 14.18813 12.34116 9.79693  -0.275
C 13.83495 12.21955 11.03406  -0.522
O 13.13977 13.03917 11.66715  0.630
C 14.35524 11.02312 11.76620  0.744
C 14.17435 10.67039 13.06986  -0.463
C 14.46156 9.39036 13.43866  -0.430
C 14.99880 8.47900 12.50545  -0.615
C 15.27830 8.86412 11.17314  -0.831
C 14.93948 10.13558 10.81507  -0.395
H 13.63149 11.33062 13.68476  0.456
H 14.24713 9.01511 14.44882  0.101
H 15.08346 7.44189 12.77423  0.449
H 15.69564 8.12583 10.55176  0.503

Summary:
Energy relative to the best compared isomer or geometry (same formula, charge and spin) (kJ/mol): 218.39
⟨S²⟩: 2.03
Kohn-Sham gap (spin up / spin down) (eV): 6.079 / 6.038
HOMO (spin up / spin down) (eV): -4.9 / -4.9
Net charge: -1
2S+1: 3